# 1
Molecular formula: C46H130N8O15
Method: DFT, ωB97M-V/def2-TZVPD

ORCA input file:
```
! RIJCOSX wB97M-V def2-TZVPD def2/J DEFGRID3
* xyz 0 1
C -0.6851 1.0633 -4.9977
C -1.1668 1.8281 -3.8112
O -0.0493 2.6932 -3.3803
H -1.3963 0.2464 -5.1204
H 0.2093 0.4556 -4.8603
H -0.6386 1.6684 -5.9031
H -1.3597 1.0787 -3.0436
H -2.0715 2.4119 -3.9809
H -0.2304 3.0341 -2.5014
C 2.7117 -1.9662 5.0209
C 2.1109 -1.1138 3.8383
O 1.5698 -1.9024 2.7958
H 2.0336 -2.6664 5.5089
H 3.1791 -1.2853 5.7322
H 3.5748 -2.5313 4.6691
H 2.8280 -0.3547 3.5258
H 1.2059 -0.6011 4.1640
H 1.4548 -1.2927 2.0633
C -1.3677 5.6149 -0.0091
C -0.4738 5.3196 -1.2315
O -0.5423 6.5523 -1.9321
H -0.7108 5.7277 0.8534
H -2.0021 4.7747 0.2734
H -2.0674 6.4488 -0.0664
H -0.8902 4.4855 -1.7963
H 0.5545 5.1331 -0.9219
H -1.2459 7.0382 -1.4957
C 0.6973 5.7266 5.4857
C -0.6203 6.3882 6.1300
O -1.5848 5.5448 6.6427
H 1.3733 5.3176 6.2366
H 1.2336 6.5365 4.9912
H 0.4019 4.9889 4.7395
H -1.1575 6.9124 5.3397
H -0.3715 7.1423 6.8767
H -1.9131 5.9936 7.4252
C 2.9043 5.7889 -4.3172
C 1.9225 4.7141 -3.9549
O 1.4937 4.0381 -5.1021
H 2.5791 6.2764 -5.2363
H 3.8426 5.2865 -4.5524
H 3.1736 6.6463 -3.7004
H 0.9675 5.1926 -3.7377
H 2.2432 4.0025 -3.1940
H 0.8623 3.4285 -4.7130
C 2.5011 2.1504 6.0451
C 3.2682 3.1328 5.1129
O 3.9029 2.4394 4.0491
H 2.8084 1.1126 6.1741
H 1.4626 2.0859 5.7203
H 2.4014 2.5761 7.0435
H 4.0081 3.7796 5.5844
H 2.5509 3.8666 4.7456
H 4.1290 3.0987 3.3889
C 5.1063 2.5418 -1.1621
C 5.0955 3.7730 -2.1517
O 6.2793 4.4907 -1.6909
H 4.7610 2.9959 -0.2334
H 5.9952 1.9247 -1.0312
H 4.4280 1.7536 -1.4890
H 4.1988 4.3926 -2.1614
H 5.3074 3.3220 -3.1212
H 6.2814 5.3625 -2.0928
C -2.4499 -4.3343 0.2729
C -3.3394 -5.1339 1.2756
C -4.7881 -4.5226 1.5316
O -5.5548 -5.2576 2.5392
C -6.7644 -4.6198 2.9166
N -3.6123 -6.3668 0.6496
H -2.3104 -3.3132 0.6279
H -2.7597 -4.2526 -0.7690
H -1.4487 -4.7424 0.4112
H -2.7230 -5.3163 2.1558
H -5.4020 -4.4929 0.6314
H -4.5820 -3.5629 2.0057
H -7.1195 -5.1874 3.7767
H -7.4163 -4.6904 2.0459
H -6.6092 -3.5853 3.2228
H -3.8603 -6.1683 -0.3091
H -4.4570 -6.7260 1.0710
C -8.8214 -2.0667 -6.1205
C -7.3290 -1.8072 -6.1784
C -6.6430 -2.4243 -4.9207
O -6.7837 -1.4492 -3.8196
C -6.1669 -1.7292 -2.5944
N -6.9730 -2.3084 -7.4885
H -9.4210 -1.6066 -5.3351
H -8.9824 -3.1390 -6.0096
H -9.3657 -1.8648 -7.0431
H -6.9233 -0.8008 -6.2822
H -5.5634 -2.4301 -5.0706
H -7.0316 -3.4057 -4.6488
H -5.0998 -1.5105 -2.6332
H -6.3294 -2.7710 -2.3182
H -6.6161 -1.0871 -1.8369
H -7.2749 -3.2606 -7.6374
H -7.5353 -1.8430 -8.1867
C 1.0047 -6.9259 1.6855
C 2.0659 -6.6633 2.8306
C 1.9136 -7.5709 4.0982
O 2.6831 -7.2734 5.1844
C 2.0316 -7.2672 6.4973
N 3.4203 -6.6953 2.3457
H 1.2028 -6.1707 0.9249
H -0.0616 -6.9203 1.9112
H 1.2701 -7.8814 1.2332
H 1.9833 -5.6356 3.1844
H 2.2729 -8.5456 3.7679
H 0.8995 -7.8483 4.3860
H 1.4545 -8.1879 6.5834
H 1.3466 -6.4292 6.6262
H 2.7719 -7.1890 7.2935
H 4.0629 -6.8266 3.1138
H 3.6517 -5.8065 1.9255
C 5.8591 5.9014 2.8146
C 4.3536 5.7829 2.5583
C 3.7860 6.8920 1.6398
O 4.2805 6.5040 0.3201
C 4.1772 7.4918 -0.6579
N 4.2806 4.4458 1.9722
H 6.3091 6.6915 2.2136
H 6.3670 4.9390 2.7518
H 5.9630 6.2202 3.8517
H 4.0050 5.8193 3.5904
H 4.3878 7.7864 1.8008
H 2.7129 7.0819 1.6145
H 4.6949 7.0430 -1.5056
H 4.7265 8.4090 -0.4458
H 3.1584 7.8715 -0.7348
H 3.5744 4.5383 1.2561
H 5.1547 4.4262 1.4665
C -5.0819 1.9116 -9.2540
C -3.8264 1.2654 -8.6560
C -4.0599 -0.1295 -8.0444
O -2.7554 -0.5681 -7.6252
C -2.7933 -1.8296 -7.0193
N -2.8631 1.1061 -9.7776
H -5.7702 2.2687 -8.4880
H -5.6525 1.0922 -9.6914
H -4.8711 2.8124 -9.8303
H -3.2570 1.8216 -7.9113
H -4.3316 -0.8401 -8.8250
H -4.6959 -0.0696 -7.1612
H -3.1316 -1.5886 -6.0116
H -1.7878 -2.2299 -6.8893
H -3.4489 -2.5098 -7.5631
H -1.9832 0.8418 -9.3579
H -2.7030 1.8940 -10.3889
C 3.8117 -4.4559 -1.7588
C 3.4712 -3.2151 -0.9559
C 4.3028 -1.9689 -1.3707
O 5.5620 -1.8967 -0.7379
C 5.4030 -1.3002 0.5825
N 2.0796 -2.8954 -1.1277
H 3.5085 -5.4506 -1.4322
H 4.9004 -4.4825 -1.8064
H 3.5514 -4.2694 -2.8006
H 3.6068 -3.4548 0.0987
H 3.8495 -0.9802 -1.3000
H 4.3611 -1.9143 -2.4578
H 4.6758 -1.8488 1.1811
H 4.9431 -0.3172 0.4810
H 6.4040 -1.2875 1.0137
H 1.5969 -3.6319 -0.6329
H 1.7304 -3.0645 -2.0602
C -0.8849 -4.8238 4.5721
C -0.7578 -3.9424 5.7855
C -1.0233 -2.4874 5.3128
O -0.7486 -1.6090 6.4349
C -1.1531 -0.2785 6.2095
N -1.7341 -4.4960 6.7252
H -1.8587 -4.5452 4.1692
H -0.6483 -5.8873 4.6054
H -0.2558 -4.4848 3.7490
H 0.2408 -4.0532 6.2080
H -2.0519 -2.3617 4.9749
H -0.5071 -2.0996 4.4345
H -1.1428 -0.0584 5.1420
H -0.4288 0.4748 6.5193
H -2.0846 -0.0454 6.7254
H -2.6131 -4.1008 6.4230
H -1.6201 -4.0703 7.6340
C -0.9733 -0.9497 -0.9413
C 0.0744 0.0492 -0.6372
C -0.5186 1.3489 0.0992
O 0.0631 2.6341 -0.2312
C 1.2941 3.0265 0.4305
N 1.1357 -0.5035 0.1505
H -0.6504 -1.8753 -1.4177
H -1.7090 -0.5952 -1.6632
H -1.5327 -1.2278 -0.0480
H 0.4878 0.5313 -1.5231
H -0.6245 1.1486 1.1654
H -1.5190 1.5005 -0.3061
H 1.7853 2.3152 1.0945
H 1.1487 3.9283 1.0252
H 2.0018 3.2904 -0.3553
H 1.9393 0.0257 -0.1564
H 1.3493 -1.4083 -0.2442
*
```

Properties
LUMO energy	0.20	eV
F_max	0.069	Eh/bohr
electronic energy	-3396.77167	a.u.
HOMO	-8.8436	eV
gap between HOMO and LUMO	9.042	eV

Results of the Löwdin charge analysis, in e, for atoms 1 through 4: -0.077, -0.238, -0.118, 0.063


# 2
Molecular formula: C46H32Cl8EuF3GeN3O5P2S
Method: DFT, ωB97M-V/def2-TZVPD

ORCA input file:
```
! RIJCOSX wB97M-V def2-TZVPD def2/J DEFGRID3
* xyz 0 8
Eu -0.7261 1.1188 1.2790
N 2.1541 1.4020 -1.2303
P 1.5684 2.7373 -0.3532
C 0.9762 3.9119 -1.6075
C 1.5143 3.9537 -2.9021
C 1.0633 4.8483 -3.8337
C 0.0258 5.7181 -3.4768
C -0.5214 5.6965 -2.2243
C -0.1005 4.7612 -1.2917
C 3.0700 3.5513 0.2492
C 4.2265 2.8901 0.5732
C 5.2750 3.5492 1.2040
C 5.1104 4.8340 1.6478
C 3.9736 5.5567 1.3122
C 2.9917 4.9203 0.5620
P 1.5692 -0.1305 -0.8949
C 3.1453 -1.0513 -0.6924
C 4.1145 -1.2375 -1.6849
C 5.2700 -2.0044 -1.4529
C 5.4659 -2.6030 -0.2379
C 4.5216 -2.4493 0.7497
C 3.4063 -1.6577 0.5575
C 0.9765 -0.7032 -2.4900
C 0.6643 0.1567 -3.5737
C 0.1087 -0.4243 -4.6982
C -0.2992 -1.7495 -4.7162
C 0.0269 -2.5996 -3.6605
C 0.6844 -2.0650 -2.5482
H 2.9009 1.5362 -1.8905
H 2.3428 3.2627 -3.1980
H 1.5024 4.8752 -4.8357
H -0.3246 6.4905 -4.1419
H -1.3545 6.3572 -2.0028
H -0.6020 4.6284 -0.3446
H 4.4184 1.8554 0.3128
H 6.1976 2.9762 1.4846
H 5.8871 5.2665 2.2413
H 3.8295 6.5923 1.5647
H 2.0791 5.4589 0.3420
H 3.9075 -0.8670 -2.6688
H 5.9850 -2.1241 -2.2814
H 6.3283 -3.2379 -0.0377
H 4.6711 -2.9415 1.6859
H 2.6402 -1.5981 1.2986
H 0.8800 1.1962 -3.5565
H -0.1179 0.1900 -5.5640
H -0.7328 -2.1514 -5.6253
H -0.2838 -3.6492 -3.6650
H 0.9163 -2.7142 -1.7213
Cl -3.2165 3.5686 2.9465
C -3.3546 3.5591 1.2321
C -2.4973 2.6978 0.4689
C -2.7780 2.6470 -0.8815
Cl -1.9343 1.5069 -1.8958
C -3.7495 3.4625 -1.4904
Cl -4.0467 3.2975 -3.1676
C -4.5508 4.3076 -0.7276
Cl -5.7966 5.2016 -1.4187
C -4.3334 4.3580 0.6533
Cl -5.3933 5.2593 1.6941
F 1.5040 2.1543 6.0582
C 0.4736 2.8528 5.5624
F -0.6547 2.2665 5.9681
F 0.5100 4.0808 6.0605
S 0.8350 2.7699 3.7029
O 2.2243 3.1061 3.6175
O -0.0856 3.6127 2.9233
O 0.4718 1.3468 3.3652
O -2.6675 0.0179 1.8676
C -2.2598 -1.0873 1.4346
N -3.0461 -2.0666 0.9457
C -2.3007 -3.2722 0.7643
C -0.8483 -2.7035 0.9304
O 0.1719 -3.3277 0.7985
N -0.9289 -1.3535 1.2315
C -2.6604 -4.3437 1.7905
C -1.7560 -5.3066 2.1635
C -2.1562 -6.3405 2.9544
C -3.4849 -6.4448 3.3888
C -4.3679 -5.4188 3.1085
C -3.9389 -4.3690 2.3335
C -2.4779 -3.8282 -0.6496
C -3.5137 -3.3390 -1.4504
C -3.6977 -3.8390 -2.7230
C -2.8932 -4.8185 -3.2275
C -1.8909 -5.3366 -2.4049
C -1.6530 -4.8399 -1.1167
H -4.0558 -2.0185 1.1590
H -0.7285 -5.1982 1.8396
H -1.4649 -7.1218 3.2718
H -3.7445 -7.3036 3.9952
H -5.3793 -5.3612 3.5376
H -4.6514 -3.5700 2.1028
H -4.1869 -2.6026 -1.0123
H -4.4865 -3.4529 -3.3629
H -3.0202 -5.1661 -4.2386
H -1.2270 -6.0876 -2.7987
H -0.8795 -5.2412 -0.4864
Cl 1.1790 -4.1817 3.7029
Ge 1.2871 -2.0489 3.7000
Cl -0.2327 -1.3157 4.9443
Cl 3.0073 -1.7018 4.8728
*
```

Properties
LUMO energy (alpha / beta)	-2.00 / -2.43	eV
F_max	0.042	Eh/bohr
electronic energy	-10162.10461	a.u.
HOMO (alpha / beta)	-8.7754 / -8.7845	eV
gap between HOMO and LUMO (alpha / beta)	6.771 / 6.357	eV

Results of the Löwdin charge analysis, in e, for atoms 1 through 4: 1.849, -0.431, 0.920, -0.374